DFT (ωB97M-V/def2-TZVPD) results for a 10-piece molecular cluster, C28H80O40P8S2 overall.

- SMILES = COP(=O)(OC)OC.COP(=O)(OC)OC.COP(=O)(OC)OC.COP(=O)(OC)OC.COP(=O)(OC)OC.COP(=O)(OC)OC.COP(=O)(OC)OC.COP(=O)(OC)OC.O=S1(=O)OCCO1.O=S1(=O)OCCO1
- energy relative to the best compared isomer or geometry (same formula, charge and spin) (eV) = 5.276
- max |F| (eV/Å) = 4.73
- calculated total energy (eV) = -208225.839
- orbital gap (eV) = 10.69

Structure (XYZ):
```
158
Properties=species:S:1:pos:R:3:forces:R:3
C -1.230 -3.169 2.583 0.24 1.28 -0.89
O -1.470 -4.297 3.387 -1.40 -1.73 0.00
P -2.554 -5.434 2.897 0.45 1.53 -0.33
O -3.840 -4.837 2.390 2.17 -1.67 0.91
O -1.598 -6.224 1.835 -0.82 1.35 0.90
C -1.861 -7.391 1.056 -0.36 0.14 0.70
O -2.669 -6.387 4.187 0.51 0.60 -0.44
C -1.542 -7.114 4.762 0.06 -0.42 -0.39
H -2.111 -2.714 2.129 -0.49 -0.53 0.07
H -0.535 -3.377 1.770 0.14 -0.16 0.09
H -0.821 -2.342 3.162 0.33 -0.48 0.42
H -1.680 -7.164 0.005 0.10 -0.06 0.09
H -2.896 -7.700 1.199 0.03 -0.22 -0.14
H -1.170 -8.123 1.474 -0.16 -0.37 -0.50
H -0.578 -6.906 4.298 -0.26 0.21 -0.42
H -1.777 -8.172 4.643 0.06 0.03 -0.05
H -1.369 -6.940 5.824 -0.72 0.51 -0.04
C 2.504 5.847 2.085 0.46 -0.18 -0.49
O 1.893 4.595 2.493 -0.18 0.20 1.42
P 2.588 3.691 3.621 -1.05 0.86 0.91
O 3.958 3.357 3.245 0.42 -0.27 0.41
O 1.566 2.435 3.747 0.10 2.56 1.38
C 1.298 1.641 2.635 1.39 -1.26 -1.60
O 2.395 4.546 5.061 0.86 -0.09 -3.10
C 2.868 4.039 6.317 -1.91 -1.78 -0.20
H 3.229 6.255 2.789 -0.14 -0.33 0.31
H 1.743 6.607 1.907 -0.18 -0.39 0.03
H 3.044 5.631 1.164 -0.09 0.20 -0.06
H 1.486 2.153 1.691 -0.18 0.28 0.01
H 0.307 1.191 2.564 -0.08 0.34 0.69
H 2.050 0.853 2.674 -0.28 -0.47 -0.25
H 3.919 3.839 6.528 0.14 0.56 -0.76
H 2.325 3.097 6.250 0.49 -0.63 1.33
H 2.387 4.609 7.112 0.29 0.28 -0.22
C -3.771 -6.563 -3.376 -0.65 -1.42 0.32
O -3.682 -5.309 -2.752 1.21 1.98 0.60
P -2.337 -4.405 -2.672 0.71 -1.19 -1.15
O -1.870 -3.899 -3.965 -0.02 0.08 0.41
O -1.292 -5.424 -1.968 0.40 0.86 -0.30
C 0.140 -5.022 -1.890 -0.87 -0.07 0.30
O -2.581 -3.265 -1.605 0.96 -0.32 -1.64
C -3.448 -3.502 -0.543 -0.99 -0.23 1.06
H -4.257 -6.609 -4.351 0.17 0.90 -0.18
H -4.461 -7.094 -2.720 0.21 -0.47 -0.02
H -2.836 -7.117 -3.458 0.16 0.28 0.23
H 0.709 -5.416 -2.732 -0.23 -0.48 0.21
H 0.428 -5.386 -0.904 0.40 -0.20 -0.35
H 0.337 -3.950 -1.902 -0.70 0.14 0.04
H -3.200 -2.810 0.262 -0.34 0.15 -0.23
H -3.337 -4.501 -0.124 -0.11 -0.08 -0.11
H -4.433 -3.357 -0.987 -0.36 -0.02 0.89
C 4.629 -2.661 1.260 -0.32 0.41 0.49
O 3.818 -2.605 2.483 -1.10 -1.66 -0.75
P 3.120 -3.969 3.031 0.62 0.36 -0.92
O 2.233 -3.693 4.176 0.79 -0.62 -0.65
O 2.294 -4.616 1.690 3.28 1.44 2.12
C 1.401 -5.669 1.852 -2.00 -0.71 -0.15
O 4.460 -4.929 3.296 -1.94 0.90 -0.97
C 5.324 -4.815 4.446 -0.84 -0.34 0.26
H 4.405 -3.505 0.608 0.19 -0.42 0.54
H 5.650 -2.607 1.638 0.08 -0.21 -0.60
H 4.380 -1.813 0.623 0.04 0.32 0.48
H 1.173 -5.961 2.877 0.23 0.33 0.17
H 1.597 -6.586 1.298 1.02 0.04 -0.09
H 0.463 -5.342 1.403 -0.08 0.14 0.31
H 4.893 -4.191 5.229 -0.13 0.06 -0.10
H 6.313 -4.430 4.197 -0.15 -0.08 -0.36
H 5.368 -5.841 4.811 0.41 0.16 0.20
C -4.835 4.035 2.999 -0.56 -0.25 1.75
O -4.636 4.126 1.622 1.46 1.87 -1.16
P -3.509 5.216 1.128 0.16 -0.91 0.99
O -3.325 5.168 -0.336 -0.04 0.38 1.24
O -4.025 6.570 1.865 0.65 -1.09 -1.59
C -3.274 7.836 1.897 -0.24 -1.38 1.35
O -2.160 4.836 2.038 -2.07 1.00 -0.60
C -1.494 3.617 1.779 1.72 -0.22 -0.54
H -5.825 4.366 3.314 -0.39 -0.20 -0.52
H -4.210 4.663 3.634 0.61 -0.08 -0.39
H -4.708 2.993 3.295 0.00 -0.03 0.05
H -2.256 7.714 1.527 -0.23 0.13 -0.32
H -3.235 7.918 2.983 0.37 0.92 -0.10
H -3.851 8.650 1.458 0.13 -0.34 -0.21
H -1.821 3.179 0.835 -0.08 -0.32 0.28
H -1.389 2.924 2.613 -1.51 -0.11 0.36
H -0.421 3.802 1.737 0.13 0.73 -0.78
C -6.414 0.167 1.722 0.56 -1.08 1.16
O -5.456 1.008 1.108 1.65 -0.12 -1.79
P -4.153 0.567 0.186 -1.13 1.10 0.27
O -3.437 1.785 -0.286 -0.82 -1.59 0.24
O -3.239 -0.372 1.146 -1.88 -0.09 -3.38
C -2.786 0.204 2.306 0.13 0.12 2.82
O -4.763 -0.414 -0.953 1.47 -0.42 4.27
C -4.813 -0.100 -2.282 -0.38 1.16 -2.00
H -7.454 0.282 1.414 0.29 0.56 -0.40
H -6.310 0.371 2.788 -0.45 0.13 0.10
H -6.172 -0.893 1.645 0.13 -0.10 -0.38
H -1.719 0.006 2.408 -0.04 0.21 0.03
H -3.336 -0.289 3.108 0.37 -0.33 0.39
H -3.038 1.246 2.504 0.27 0.29 -0.83
H -5.869 -0.186 -2.536 0.12 0.21 -0.54
H -4.217 -0.743 -2.930 0.06 -0.36 0.32
H -4.444 0.918 -2.413 -0.23 0.14 -0.34
C 1.964 -2.509 -4.575 0.78 0.18 2.13
O 1.652 -1.578 -5.547 -2.98 2.80 -2.38
P 0.485 -0.386 -5.290 1.13 -0.65 -0.17
O -0.923 -0.819 -5.024 2.34 0.95 -0.09
O 1.216 0.439 -4.058 -0.64 -0.68 -2.15
C 2.548 0.984 -4.343 0.05 0.49 0.91
O 0.672 0.566 -6.651 0.13 -0.92 2.14
C -0.349 1.525 -6.963 -1.32 -0.62 -1.18
H 2.771 -2.016 -4.032 0.28 -0.52 0.55
H 2.339 -3.461 -4.952 -0.30 0.21 -0.52
H 1.159 -2.676 -3.859 -0.22 -0.18 -0.16
H 3.107 0.557 -5.176 -0.48 -0.46 0.04
H 3.089 0.854 -3.406 0.10 -0.09 -0.20
H 2.474 2.057 -4.518 -0.24 -0.03 -0.02
H -0.235 2.578 -6.705 0.84 -0.25 0.66
H -1.337 1.191 -6.646 0.12 -0.10 0.57
H -0.471 1.516 -8.046 0.44 -0.04 -0.13
C 2.799 3.126 -0.748 -0.96 0.47 1.95
O 3.570 2.893 -1.861 2.04 -0.47 -3.07
P 5.185 3.055 -1.942 0.41 0.65 1.21
O 5.675 4.419 -1.559 -0.59 -2.05 -0.81
O 5.741 1.859 -0.944 -0.31 2.36 -1.52
C 6.104 2.251 0.392 -0.50 -1.93 1.68
O 5.594 2.505 -3.434 -2.52 0.25 2.80
C 6.752 2.942 -4.047 2.42 0.56 -0.56
H 1.899 2.513 -0.708 0.69 -0.96 -0.16
H 2.265 4.076 -0.711 0.92 0.83 -0.32
H 3.441 3.017 0.125 -0.54 0.00 0.47
H 6.071 3.260 0.803 0.09 0.38 -1.26
H 7.037 1.753 0.654 0.29 0.39 -0.38
H 5.383 1.717 1.012 -0.17 0.02 0.24
H 6.559 3.622 -4.877 -0.28 -0.48 -0.27
H 7.360 2.070 -4.290 -0.40 -0.15 -0.73
H 7.484 3.494 -3.458 -0.57 0.30 0.86
C -1.007 -0.625 -1.644 -0.69 -0.09 -0.14
C -0.417 0.760 -1.470 -0.63 0.76 0.39
O 0.652 0.657 -0.522 1.01 -2.19 0.63
S 1.243 -0.906 -0.455 -1.52 -0.65 1.36
O 1.118 -1.444 0.919 0.15 1.60 -3.09
O 2.515 -1.031 -1.115 -1.19 0.33 0.39
O 0.046 -1.579 -1.392 1.76 0.91 0.25
H -1.466 -0.662 -2.632 0.77 -0.68 -0.43
H -1.813 -0.962 -0.993 0.07 0.79 0.53
H -1.169 1.437 -1.066 -0.05 -0.11 0.37
H -0.036 1.265 -2.358 0.12 -0.72 -0.20
C -1.691 5.282 -3.660 0.31 -0.19 0.01
C -1.008 3.919 -3.331 -0.75 0.49 -0.81
O -0.049 4.154 -2.344 1.98 1.83 1.50
S 0.489 5.760 -2.252 -0.92 0.85 -2.48
O 1.655 6.066 -3.111 -2.42 -1.35 2.47
O 0.423 6.261 -0.887 0.17 -1.38 -2.30
O -0.814 6.299 -3.172 1.34 -0.19 1.40
H -2.687 5.443 -3.249 0.18 -0.25 0.34
H -1.733 5.409 -4.742 -0.04 -0.01 0.01
H -0.538 3.541 -4.239 0.20 -0.09 0.03
H -1.682 3.157 -2.940 -0.15 0.23 0.04
```
Positions in Å, forces in eV/Å.